Formula: C4H14N2O
Source: OMol25
Level of theory: ωB97M-V with the def2-TZVPD basis set

- Energy relative to the best compared isomer or geometry (same formula, charge and spin): 27.7 kcal/mol
- E: -9402.407 eV
- HOMO energy: -9.3 eV
- Multiplicity: 1
- SMILES: NCCCCN.O

Element x y z (Å)
C1 -0.759 -0.120 1.344
C2 0.050 0.313 0.123
C3 1.107 -0.729 -0.256
C4 1.450 -0.922 -1.733
N1 0.432 -1.753 -2.397
N2 0.052 -0.101 2.570
H1 -1.017 -1.173 1.188
H2 -1.697 0.432 1.408
H3 0.528 1.280 0.258
H4 -0.631 0.365 -0.725
H5 2.053 -0.607 0.274
H6 0.778 -1.712 0.121
H7 2.459 -1.329 -1.840
H8 1.415 0.050 -2.231
H9 0.621 -1.748 -3.401
H10 0.529 -2.721 -2.113
H11 -0.291 -0.826 3.188
H12 -0.026 0.752 3.109
H13 -2.460 2.813 0.654
H14 -2.041 4.209 0.457
O1 -2.552 3.525 0.003

Cartesian forces, eV/Å:
0.62 -0.21 -0.05
0.11 -0.64 -0.47
0.64 -1.01 0.50
-0.75 0.34 0.00
0.27 0.12 -0.48
-0.25 -0.22 0.25
-0.20 0.17 -0.08
-0.12 0.20 0.12
-0.13 0.21 0.08
-0.19 0.26 -0.10
-0.08 0.45 0.17
-0.09 0.13 -0.15
0.07 0.04 0.07
0.21 0.02 -0.04
-0.22 -0.02 0.29
-0.01 0.00 0.13
0.14 -0.02 0.07
-0.01 0.19 -0.29
-0.27 -0.13 -0.44
-0.14 0.22 -0.40
0.41 -0.11 0.84

Formula: C42H63GeIMgNO4PSSi
Source: OMol25
Level of theory: ωB97M-V with the def2-TZVPD basis set

- Energy relative to the best compared isomer or geometry (same formula, charge and spin): 0.5 kcal/mol
- E: -152327.769 eV
- HOMO energy: -7.5 eV
- Multiplicity: 1

Element x y z (Å)
Mg1 -0.233 -0.241 1.015
C1 4.095 -0.417 2.863
C2 2.885 -1.003 2.151
C3 3.272 -1.484 0.764
C4 2.279 -2.140 2.961
O1 1.859 0.008 1.938
Si1 1.439 1.302 2.943
S1 -0.299 1.985 2.079
O2 1.340 0.600 4.421
C5 1.243 1.186 5.733
C6 0.365 2.433 5.701
C7 0.613 0.122 6.616
C8 2.643 1.522 6.228
O3 2.661 2.392 3.065
C9 3.100 3.482 2.249
C10 2.177 4.678 2.436
C11 3.143 3.047 0.786
C12 4.501 3.819 2.739
H1 4.854 -1.195 2.967
H2 3.833 -0.052 3.857
H3 4.518 0.413 2.295
H4 4.013 -2.282 0.832
H5 3.692 -0.659 0.185
H6 2.395 -1.867 0.235
H7 2.990 -2.965 3.050
H8 1.377 -2.514 2.472
H9 2.008 -1.792 3.958
H10 -0.606 2.203 5.259
H11 0.830 3.225 5.106
H12 0.215 2.807 6.715
H13 -0.396 -0.110 6.272
H14 0.564 0.469 7.650
H15 1.207 -0.794 6.581
H16 3.128 2.228 5.551
H17 3.252 0.616 6.283
H18 2.592 1.965 7.225
H19 1.151 4.417 2.175
H20 2.505 5.507 1.804
H21 2.200 5.007 3.477
H22 2.142 2.751 0.459
H23 3.818 2.195 0.663
H24 3.494 3.868 0.156
H25 4.471 4.100 3.793
H26 4.917 4.652 2.167
H27 5.160 2.955 2.631
I1 -3.230 0.962 -1.609
C13 -2.988 0.870 -3.698
C14 -3.236 2.069 -4.309
C15 -3.333 2.172 -5.714
C16 -3.254 1.040 -6.464
C17 -2.999 -0.216 -5.857
C18 -2.981 -1.374 -6.673
C19 -2.735 -2.603 -6.140
C20 -2.401 -2.697 -4.774
C21 -2.366 -1.604 -3.945
P1 -1.581 -1.806 -2.275
C22 0.012 -2.624 -2.655
C23 0.592 -2.754 -3.912
C24 1.875 -3.276 -4.051
C25 2.601 -3.662 -2.935
C26 2.043 -3.511 -1.668
C27 0.769 -2.986 -1.531
C28 -2.589 -3.181 -1.576
C29 -3.869 -2.840 -1.134
C30 -4.697 -3.790 -0.556
C31 -4.257 -5.099 -0.401
C32 -2.987 -5.447 -0.835
C33 -2.158 -4.495 -1.419
C34 -2.771 -0.325 -4.453
H28 -3.407 2.948 -3.703
H29 -3.522 3.135 -6.170
H30 -3.389 1.074 -7.539
H31 -3.179 -1.257 -7.733
H32 -2.747 -3.492 -6.758
H33 -2.124 -3.665 -4.371
H34 0.041 -2.458 -4.798
H35 2.306 -3.380 -5.040
H36 3.595 -4.078 -3.047
H37 2.603 -3.800 -0.787
H38 0.348 -2.853 -0.538
H39 -4.219 -1.817 -1.234
H40 -5.683 -3.503 -0.213
H41 -4.899 -5.839 0.060
H42 -2.633 -6.464 -0.719
H43 -1.168 -4.788 -1.747
C35 2.550 1.652 -3.323
N1 2.000 0.624 -2.445
C36 2.537 -0.724 -2.599
C37 0.996 0.878 -1.596
C38 0.399 2.256 -1.602
O4 0.536 -0.027 -0.875
H44 3.369 1.208 -3.883
H45 2.947 2.494 -2.757
H46 1.809 2.019 -4.033
H47 2.409 -1.053 -3.630
H48 2.006 -1.408 -1.948
H49 3.600 -0.734 -2.351
H50 -0.327 2.309 -2.419
H51 1.142 3.037 -1.751
H52 -0.118 2.423 -0.662
C39 -3.740 -3.664 2.765
Ge1 -1.937 -2.921 2.530
C40 -1.323 -2.290 4.281
C41 -0.823 -4.435 1.952
C42 -1.894 -1.503 1.228
H53 -3.737 -4.508 3.461
H54 -4.123 -4.011 1.801
H55 -4.420 -2.902 3.150
H56 -1.260 -3.109 5.002
H57 -2.026 -1.547 4.664
H58 -0.344 -1.813 4.207
H59 -0.763 -5.181 2.747
H60 0.195 -4.133 1.695
H61 -1.272 -4.909 1.074
H62 -2.729 -0.824 1.449
H63 -2.122 -1.965 0.257

Cartesian forces, eV/Å:
0.31 0.51 -0.18
-0.01 0.07 0.02
-0.05 -0.01 0.02
-0.06 0.06 -0.02
-0.02 0.08 0.06
-0.24 -0.19 0.04
-0.05 0.17 0.03
-0.05 -0.04 0.03
0.09 0.06 -0.03
-0.04 0.02 -0.06
0.02 0.03 -0.07
-0.07 -0.05 0.04
0.06 0.02 -0.03
-0.03 -0.09 0.12
0.06 -0.10 -0.11
-0.09 -0.02 0.02
-0.08 -0.04 0.00
0.08 0.02 -0.01
0.01 0.02 0.01
0.00 -0.02 -0.03
0.00 -0.03 0.00
0.01 0.00 -0.01
-0.02 -0.03 -0.01
0.12 0.13 0.12
-0.01 0.00 0.00
0.01 -0.02 -0.01
0.01 -0.02 -0.02
0.02 -0.01 0.03
-0.01 -0.04 0.03
0.01 0.01 -0.02
0.03 0.00 0.00
0.00 -0.02 -0.03
-0.01 0.02 0.01
-0.02 -0.02 0.02
-0.01 0.02 0.00
0.02 -0.02 -0.02
0.04 0.00 -0.01
0.00 0.00 0.03
-0.01 -0.01 -0.02
0.07 0.03 0.02
-0.03 0.03 0.00
0.00 -0.02 0.00
0.00 -0.01 -0.02
0.00 -0.03 0.03
-0.02 0.02 0.00
-0.06 0.13 0.07
-0.01 0.13 0.16
0.00 0.03 -0.20
0.01 -0.06 0.08
-0.01 -0.01 0.05
0.00 0.03 -0.14
0.03 -0.06 0.03
0.03 0.07 0.06
-0.11 -0.05 -0.04
0.09 -0.20 0.16
-0.21 -0.14 -0.21
-0.11 -0.09 -0.01
-0.05 -0.23 -0.06
-0.10 -0.28 0.02
-0.07 -0.23 0.00
-0.20 -0.65 -0.09
-0.25 -0.59 -0.02
0.03 -0.22 -0.41
-0.30 -0.08 -0.06
0.03 0.05 -0.25
0.09 -0.06 -0.20
-0.14 0.03 -0.02
-0.01 0.07 -0.13
0.07 0.02 -0.03
0.00 0.00 -0.01
0.01 -0.02 0.02
0.00 -0.01 0.03
-0.01 0.00 0.03
-0.01 0.01 0.01
-0.01 0.01 0.00
0.08 0.00 0.07
-0.01 0.01 0.02
-0.02 0.02 0.01
-0.02 -0.01 -0.08
-0.04 -0.03 -0.03
0.03 -0.13 0.02
0.01 0.01 0.01
0.02 0.01 0.00
0.01 0.00 0.01
-0.01 0.02 0.00
-0.04 -0.06 0.02
0.05 0.12 -0.08
0.15 0.66 -0.02
0.11 -0.06 -0.15
-0.03 0.01 0.00
0.11 0.18 0.49
0.00 -0.01 -0.01
0.02 0.01 0.02
-0.02 0.01 0.00
0.14 0.31 0.19
0.32 0.74 -0.22
0.05 0.03 0.02
0.02 0.00 0.01
-0.01 -0.01 0.00
-0.03 -0.02 0.03
-0.13 -0.11 0.03
-0.07 0.00 -0.04
0.04 0.02 0.05
0.04 -0.11 -0.06
0.16 -0.24 -0.21
-0.01 0.04 0.00
0.10 0.09 0.34
0.01 -0.01 0.01
0.00 0.03 0.00
0.02 -0.02 0.01
-0.05 0.00 0.03
0.03 0.00 -0.01
-0.01 -0.03 0.00
0.09 0.09 0.16
0.07 0.06 0.02
0.09 0.26 0.58

Formula: C3H5IO2S
Source: OMol25
Level of theory: ωB97M-V with the def2-TZVPD basis set

- Energy relative to the best compared isomer or geometry (same formula, charge and spin): 51.6 kcal/mol
- E: -26218.741 eV
- HOMO energy: -10.0 eV
- Multiplicity: 1

Element x y z (Å)
C1 -2.053 -1.298 -0.607
C2 -1.379 -0.980 0.737
C3 -1.602 -0.005 -0.056
O1 1.900 -0.724 1.747
O2 1.057 1.377 1.024
S1 1.180 -0.026 0.707
I1 3.986 1.901 -1.599
H1 -1.505 -1.683 -1.477
H2 -2.993 -1.678 -0.701
H3 -0.852 -1.290 1.600
H4 4.085 3.405 -1.248
H5 -1.824 1.001 -0.127

Cartesian forces, eV/Å:
3.31 -0.08 -0.48
0.12 -0.88 -0.98
-1.94 -0.20 0.16
-0.55 -0.62 -0.70
-0.64 -0.41 -0.82
2.06 1.28 1.39
-0.04 -1.31 -0.34
0.49 0.01 0.44
-2.96 -0.40 0.55
-0.17 -0.57 0.77
0.05 1.28 0.33
0.28 1.90 -0.31

Formula: C5H18AsB2O4
Source: OMol25
Level of theory: ωB97M-V with the def2-TZVPD basis set

- Net charge: -1
- E: -75858.695 eV
- HOMO energy: -2.3 eV
- Multiplicity: 1

Element x y z (Å)
C1 3.225 -0.020 1.132
C2 2.964 0.211 -0.362
C3 1.542 0.712 -0.676
C4 0.733 -0.225 -1.580
C5 -0.777 -0.010 -1.532
As1 -1.793 -0.221 0.280
B1 -1.595 1.829 0.817
O1 -2.007 2.275 2.085
O2 -1.056 2.776 -0.021
B2 -2.074 -2.290 -0.001
O3 -1.034 -3.106 -0.416
O4 -3.300 -2.881 0.240
H1 2.676 0.705 1.737
H2 2.902 -1.015 1.446
H3 4.286 0.071 1.383
H4 3.717 0.906 -0.751
H5 3.126 -0.730 -0.901
H6 0.995 0.851 0.258
H7 1.599 1.692 -1.162
H8 1.096 -0.072 -2.610
H9 0.969 -1.271 -1.343
H10 -1.036 0.970 -1.952
H11 -1.265 -0.768 -2.159
H12 -3.219 0.126 -0.549
H13 -2.680 -0.396 1.697
H14 -0.349 -0.602 1.130
H15 -2.946 2.472 2.115
H16 -0.821 3.565 0.486
H17 -0.245 -2.924 0.103
H18 -3.633 -2.629 1.105

Cartesian forces, eV/Å:
0.06 -0.02 0.03
0.06 -0.10 -0.06
-0.05 0.01 -0.06
0.06 0.10 -0.09
0.03 -0.07 -0.10
-0.17 -0.06 0.04
-0.18 -0.25 0.09
0.23 0.30 -0.20
0.41 -0.18 0.08
0.08 0.44 0.16
-0.40 -0.58 0.21
0.37 -0.69 -0.07
0.05 -0.02 -0.01
-0.12 0.09 0.00
-0.02 -0.04 -0.05
-0.08 0.04 0.02
0.08 0.06 0.02
0.05 0.00 -0.02
-0.09 0.00 0.10
0.02 -0.18 0.02
-0.04 0.07 0.15
-0.03 0.01 0.15
0.01 0.07 -0.04
0.13 -0.01 0.07
-0.07 0.00 0.02
0.05 0.00 -0.02
-0.08 -0.27 0.12
-0.27 0.11 -0.04
0.20 0.53 -0.34
-0.28 0.63 -0.18